C14H20FNO3S | ωB97M-V/def2-TZVPD

XYZ file:
```
40
Properties=species:S:1:pos:R:3:forces:R:3:mulliken_charge:R:1
C -1.5705 -0.4069 -2.3702 -0.1 0.0 -0.3 -0.622
H -2.5253 -0.6199 -2.8629 0.1 0.0 0.0 0.356
H -1.4241 0.6708 -2.3114 0.0 -0.2 -0.1 0.226
H -0.7624 -0.8636 -2.9375 0.0 0.0 0.0 0.244
O -1.5383 -1.0274 -1.0901 -0.1 -0.2 0.3 -0.398
C -2.3626 -0.5136 -0.1341 -0.1 -0.3 -0.1 0.243
C -2.2302 0.7614 0.4168 0.6 0.2 -0.2 0.164
C -3.0786 1.1852 1.4230 -0.3 0.0 0.3 -0.463
C -4.0616 0.3327 1.8896 0.2 0.0 -0.2 0.096
C -4.1996 -0.9490 1.3850 0.0 0.3 0.1 -0.560
C -3.3506 -1.3595 0.3764 0.2 0.2 -0.2 -0.443
H -3.4304 -2.3529 -0.0370 0.0 -0.1 -0.1 0.458
H -4.9621 -1.6036 1.7764 -0.1 -0.1 0.1 0.448
F -4.8880 0.7475 2.8665 0.0 0.0 0.0 -0.329
H -2.9408 2.1692 1.8415 -0.1 0.1 0.1 0.597
S -0.9153 1.9172 -0.0245 0.1 -0.3 0.0 1.236
O -1.1439 2.4603 -1.3342 0.1 0.0 0.0 -0.746
O -0.7990 2.8449 1.0645 0.0 -0.1 0.2 -0.775
N 0.3828 0.8895 -0.1073 -0.9 0.7 0.1 0.442
C 0.8320 0.3999 1.1738 0.0 -0.5 0.4 -1.176
H -0.0517 0.2448 1.7960 0.1 -0.1 0.2 0.514
C 1.5941 -0.9111 0.9688 0.2 0.2 0.2 1.125
C 2.0822 -1.4661 2.3021 -0.2 0.1 -0.3 -1.812
H 1.2441 -1.6469 2.9708 -0.1 -0.1 0.1 0.428
H 2.6118 -2.4036 2.1513 0.1 -0.1 0.0 0.431
H 2.7589 -0.7628 2.7826 0.1 0.1 0.1 0.365
C 2.7557 -0.6619 0.0043 -0.5 -0.2 -0.2 -1.451
C 2.2480 -0.0742 -1.3144 0.2 0.2 0.1 1.279
C 3.3934 0.2102 -2.2794 -0.3 0.0 0.1 -1.833
H 3.0142 0.6202 -3.2121 0.0 0.1 -0.2 0.431
H 3.9392 -0.7040 -2.5001 0.1 -0.1 0.0 0.430
H 4.0870 0.9278 -1.8467 0.1 0.1 0.0 0.364
C 1.4618 1.2043 -1.0153 0.1 0.0 -0.6 -1.307
H 1.0137 1.6195 -1.9183 0.2 0.0 -0.1 0.502
H 2.1319 1.9601 -0.5775 0.0 0.0 -0.1 0.279
H 1.5594 -0.7928 -1.7688 0.0 0.0 0.0 0.087
H 3.2840 -1.5981 -0.1870 0.1 0.0 0.0 0.457
H 3.4623 0.0348 0.4625 0.1 0.1 0.0 0.281
H 0.9038 -1.6244 0.5073 0.0 0.0 0.0 0.151
H 1.4747 1.1421 1.6699 0.0 0.0 0.0 0.281
```
Forces are in eV/Å.

- LUMO: 0.60 eV
- Total charge: 0
- Relative energy (zero: lowest compared OMol25 entry of this formula, charge and spin): 0.2177 eV
- Largest force on an atom: 1.2 eV/A
- Orbital gap: 9.837 eV


C19H33BrO11P2 | ωB97M-V/def2-TZVPD

XYZ file:
```
66
Properties=species:S:1:pos:R:3:forces:R:3:mulliken_charge:R:1
C -3.5785 -3.4900 -1.0917 4.5 5.8 1.1 -0.328
C -2.6954 -2.5096 -1.0547 -5.0 -4.0 -0.3 -0.149
C -1.9147 -1.1181 -0.9030 0.3 -1.7 2.4 -0.128
C -2.8019 -0.2156 0.0829 -5.0 0.0 -0.7 0.332
C -4.2628 -0.1322 0.0075 4.9 1.1 1.2 -0.017
Br -5.5814 -0.8018 -1.3096 1.6 1.1 2.0 -0.037
C -4.5605 0.5198 1.4046 -5.0 -4.4 3.5 0.529
O -5.5170 0.0125 2.0455 2.9 2.9 -2.4 -0.496
O -3.5275 1.1606 2.1742 0.0 -2.5 -4.9 -0.293
C -2.4709 0.8204 1.2428 3.5 4.2 -2.0 0.322
O -1.5400 1.6422 1.1196 -2.6 -3.6 0.9 -0.526
H -4.4521 -4.1781 -0.8433 2.0 1.1 -0.7 0.344
H -0.9832 -1.4057 -0.2565 -1.4 0.7 -1.4 0.198
H -1.5595 -0.6268 -1.8610 -0.8 -0.6 1.2 0.203
O 0.4571 -2.8007 3.9540 -4.0 -1.8 1.3 -0.715
P 0.1032 -2.2086 5.3284 7.8 5.3 0.4 1.125
O 0.2204 -0.6333 4.8377 -0.8 -0.3 -0.2 -0.313
C -0.8081 -0.1074 4.0136 -0.2 0.5 -0.1 -0.295
C -2.1163 0.0278 4.7660 -0.2 0.1 0.0 -0.862
O 1.6374 -2.4280 5.9319 -0.9 -0.7 0.5 -0.358
C 2.3490 -3.6194 5.6078 0.4 -0.1 -0.4 -0.357
C 3.3978 -3.3210 4.5499 0.3 0.1 0.0 -1.123
O -0.3492 -1.6250 6.8780 -2.6 -2.5 -1.7 -0.430
C 0.5093 -0.9196 7.7722 0.5 0.3 0.9 -0.127
C 0.7920 0.5174 7.3757 0.2 0.0 -0.5 -0.924
H -0.9339 -0.7330 3.1243 0.1 -0.1 0.0 0.245
H -0.4783 0.8804 3.6782 0.1 -0.2 0.0 0.291
H -2.4998 -0.9516 5.0616 -0.1 -0.1 0.0 0.334
H -2.8679 0.5217 4.1449 0.1 -0.2 0.2 0.381
H -1.9829 0.6091 5.6794 0.0 0.0 -0.1 0.142
H 1.6672 -4.4083 5.2773 0.1 0.2 -0.1 0.335
H 2.8371 -3.9795 6.5168 -0.1 0.1 0.1 0.350
H 2.9877 -2.7566 3.7100 -0.2 -0.2 0.1 0.280
H 3.8388 -4.2443 4.1653 0.0 0.0 0.1 0.366
H 4.1977 -2.7054 4.9754 -0.1 -0.1 0.0 0.300
H 1.4344 -1.4665 7.9624 -0.1 0.0 -0.3 0.232
H -0.0213 -0.9013 8.7295 -0.3 -0.2 -0.2 0.334
H 1.4903 0.5681 6.5378 -0.1 0.0 0.0 0.253
H 1.2502 1.0576 8.2091 -0.1 -0.2 0.1 0.415
H -0.1239 1.0377 7.0871 0.1 -0.1 0.1 0.164
O 0.1477 1.1333 -7.5579 -3.9 -1.9 1.7 -0.699
P 0.2867 1.1053 -6.0269 8.8 3.8 -0.4 0.991
O 0.6551 2.7131 -5.9028 -0.9 0.1 -0.1 -0.252
C -0.3863 3.6587 -6.0910 -0.1 0.4 0.0 -0.351
C -1.3981 3.6108 -4.9613 0.0 0.1 0.1 -0.932
O 1.8274 0.4817 -6.0783 -1.0 -0.8 0.5 -0.380
C 2.1378 -0.5290 -7.0342 0.3 0.1 -0.6 -0.376
C 2.9306 0.0735 -8.1815 0.3 0.1 -0.1 -1.121
O 0.4002 1.0421 -4.3109 -3.5 -1.4 -1.3 -0.283
C 1.6070 1.2124 -3.5666 0.8 -0.1 0.7 -0.106
C 2.1085 2.6426 -3.4988 0.1 0.2 -0.5 -0.989
H -0.8722 3.4955 -7.0571 0.0 0.0 0.0 0.286
H 0.0800 4.6481 -6.1198 0.1 -0.2 0.0 0.308
H -1.9215 2.6520 -4.9470 -0.1 0.0 0.0 0.282
H -2.1375 4.4084 -5.0718 0.0 -0.1 0.0 0.409
H -0.9077 3.7234 -3.9933 0.0 0.0 -0.1 0.148
H 1.2305 -1.0213 -7.3960 0.1 0.2 0.0 0.334
H 2.7383 -1.2933 -6.5349 0.0 0.1 0.1 0.349
H 2.4683 0.9833 -8.5696 -0.2 -0.2 0.1 0.287
H 3.0341 -0.6406 -9.0025 0.0 0.0 0.1 0.368
H 3.9320 0.3568 -7.8397 -0.1 -0.1 0.0 0.298
H 2.3917 0.5332 -3.9044 -0.2 0.1 -0.2 0.255
H 1.3669 0.8971 -2.5459 -0.4 0.0 -0.1 0.310
H 2.5532 2.9526 -4.4466 -0.1 0.0 0.1 0.270
H 2.8844 2.7365 -2.7338 -0.1 -0.2 0.1 0.430
H 1.2998 3.3365 -3.2593 0.1 -0.1 0.0 0.166
```
Forces are in eV/Å.

- LUMO: -2.19 eV
- Total charge: 0
- Largest force on an atom: 9.6 eV/A
- Orbital gap: 7.669 eV


no.,HOMO level (eV)
1,-9.24
2,-9.85